Formula: C89H194Cl2N11O9
Source: the Open Molecules 2025 dataset
Level of theory: ωB97M-V/def2-TZVPD

Properties
Relative energy (zero: lowest compared OMol25 entry of this formula, charge and spin): 0.0 kcal per mole
Net charge: +9
Frontier orbital gap: 5.2 eV
LUMO energy: -16.00 eV

XYZ file:
```
305
Properties=species:S:1:pos:R:3:forces:R:3:mulliken_charge:R:1
C 1.700235 -3.410242 -7.065620 -0.153 -1.334 0.477 -1.766
C 0.913225 -4.655509 -6.515475 -0.198 0.382 -1.328 0.628
C 1.904202 -5.812658 -6.201814 -0.595 0.618 0.734 -1.003
C 1.254906 -6.909410 -5.349767 -0.761 -0.360 -0.647 -0.918
C 1.001161 -6.292669 -3.965649 -2.020 0.209 -2.094 -1.046
C -0.029870 -5.109901 -4.042033 0.527 -0.326 -0.559 1.401
N 0.191945 -4.186924 -5.264194 2.350 -5.061 0.282 1.007
O -0.193767 -3.131235 -5.131172 -1.572 4.734 -0.420 -0.305
C 0.102230 -4.206068 -2.850408 -0.359 -0.567 1.187 -1.820
C -1.494697 -5.569761 -4.296395 1.465 0.784 1.282 -1.522
C -0.230909 -5.235384 -7.500152 1.146 1.354 1.365 -1.255
H 1.093598 -2.527745 -7.190603 -0.225 0.161 -0.069 0.400
H 2.168320 -3.670386 -8.020233 -0.222 -0.032 0.150 0.411
H 2.500715 -3.235487 -6.339054 -0.044 0.293 -0.158 0.468
H 2.736315 -5.419478 -5.604173 0.092 0.092 -0.343 0.392
H 2.258144 -6.066880 -7.196995 0.194 -0.525 0.112 0.580
H 1.855866 -7.822360 -5.270610 0.164 0.385 0.007 0.474
H 0.319688 -7.262267 -5.845706 0.555 0.182 0.518 0.375
H 1.936149 -6.010957 -3.585131 1.173 0.764 0.964 0.434
H 0.511724 -6.977863 -3.304816 -0.012 -0.614 0.495 0.587
H -0.800514 -3.653619 -2.576502 0.030 -0.100 -0.202 0.398
H 0.941002 -3.542890 -2.883810 0.601 0.447 -0.302 0.583
H 0.393935 -4.852143 -2.021626 -0.239 0.014 0.207 0.039
H -1.536706 -5.960618 -5.277608 -0.749 -0.403 -0.781 0.453
H -2.088760 -4.671132 -4.111832 -0.420 -0.453 -0.349 0.423
H -1.687325 -6.345638 -3.570484 -0.387 -0.176 0.139 0.361
H -0.938136 -4.427332 -7.805246 0.743 -0.879 -0.247 0.349
H -0.719546 -5.990299 -6.931981 -0.832 -0.405 0.161 0.435
H 0.324935 -5.819099 -8.230337 -0.254 0.640 -0.691 0.402
C -0.047816 2.902567 0.170422 0.041 -0.290 1.216 -1.691
C 0.012258 1.351228 0.329427 -0.541 2.344 -0.740 1.788
C -1.320113 0.826618 -0.140259 0.277 -2.333 -0.651 -1.241
C -1.055824 -0.503671 -0.916992 -0.725 0.567 -0.840 -1.164
C -0.389664 -0.316451 -2.276399 0.463 0.646 1.214 1.222
C 0.899053 0.467131 -2.057417 0.699 2.308 -1.376 0.580
N 1.171630 1.022386 -0.668411 -5.826 -1.932 -0.699 1.031
O 2.192566 1.435696 -0.419110 4.653 1.332 1.226 -0.436
C 0.847390 1.877534 -2.868748 -1.714 -1.036 1.867 -1.016
C 2.153169 -0.250228 -2.467517 -1.098 -1.131 -0.537 -1.724
C 0.386427 0.998237 1.734353 0.844 -2.549 -0.835 -2.180
H -0.532680 3.236709 -0.742539 0.085 0.150 0.001 0.201
H 0.958008 3.314524 0.299763 -0.313 0.234 0.012 0.390
H -0.687618 3.184263 1.022342 0.256 0.337 -0.373 0.483
H -1.804478 1.561702 -0.793195 -0.172 -0.269 0.233 0.449
H -1.983218 0.490211 0.689418 0.535 0.902 -0.306 0.429
H -2.027922 -0.947657 -1.092571 -0.046 -0.572 0.211 0.714
H -0.375787 -1.163375 -0.386463 -0.296 -0.276 0.670 0.449
H -1.030741 0.186962 -2.999686 0.010 -0.081 0.021 -0.595
H -0.052524 -1.268253 -2.663734 -0.351 -0.345 -0.230 -0.557
H 1.852703 2.244240 -2.915529 0.355 0.497 -0.265 0.495
H 0.142007 2.544666 -2.308291 0.854 -0.178 -0.897 -0.170
H 0.362269 1.658145 -3.810819 0.398 0.038 -0.373 0.641
H 3.014544 0.348417 -2.280039 0.814 -0.090 0.521 0.715
H 2.100964 -0.321346 -3.551403 -0.070 -0.255 -0.177 0.408
H 2.091389 -1.273103 -2.044852 0.905 0.430 -0.083 0.231
H -0.255360 1.415715 2.461606 -0.816 0.687 0.491 0.452
H 1.397655 1.284033 1.928374 0.666 0.273 0.328 0.599
H 0.318981 -0.113052 1.832889 0.136 0.667 0.154 0.371
C 2.884827 1.141189 5.857510 -0.185 1.460 1.625 -1.901
C 3.062075 0.287535 7.126626 0.769 0.783 0.310 1.124
C 3.301895 1.178619 8.433537 -0.994 -0.666 -0.719 -0.920
C 3.022185 0.369710 9.690791 2.029 -1.113 -0.321 -0.652
C 1.666595 -0.243980 9.737526 -0.878 -1.180 -0.436 -0.993
C 1.312796 -1.262313 8.489218 -1.155 2.210 0.888 1.036
N 1.793222 -0.525686 7.291533 -2.745 -0.986 -6.198 0.931
O 1.092550 -0.645367 6.181564 3.331 0.599 6.071 -0.356
C -0.257604 -1.428160 8.373272 1.341 -0.393 1.467 -1.662
C 2.064485 -2.591362 8.529368 -0.708 -0.412 -1.367 -1.451
C 4.290249 -0.658132 6.953455 -0.988 -0.896 1.659 -1.817
H 2.785155 0.592118 4.957578 0.019 -0.583 -0.742 0.556
H 3.758671 1.784175 5.828085 0.351 -0.093 -0.202 0.465
H 2.049924 1.878767 5.951036 0.328 -0.834 0.019 0.414
H 2.669561 2.054459 8.272302 -0.204 0.003 0.531 0.375
H 4.316392 1.551252 8.494120 0.309 -0.131 -0.512 0.438
H 3.284669 0.931896 10.566823 -0.583 0.754 0.532 0.460
H 3.842836 -0.395762 9.816813 -0.823 0.285 -0.531 0.329
H 0.937541 0.573260 9.790443 -0.253 -0.377 -0.274 0.376
H 1.522599 -0.869781 10.627214 0.055 0.184 -0.136 0.501
H -0.734977 -0.499195 8.069999 -0.004 -0.118 -0.069 0.474
H -0.597380 -1.703856 9.399580 0.243 0.401 -0.624 0.439
H -0.531878 -2.278374 7.766557 -0.017 0.029 -0.517 0.368
H 2.052332 -3.057439 7.522584 0.141 0.453 0.256 0.374
H 1.457568 -3.310302 9.080438 0.456 0.263 0.728 0.441
H 3.088016 -2.444138 8.813287 0.261 -0.393 0.648 0.337
H 5.191865 -0.112185 6.810186 0.478 0.884 -0.073 0.453
H 4.160944 -1.296429 6.123446 -0.265 -0.753 -1.113 0.576
H 4.458268 -1.314714 7.834445 -0.146 0.605 -0.510 0.284
C -8.184587 4.648746 8.795994 0.079 0.843 -0.512 -1.447
C -6.741412 4.967120 9.237601 -0.535 0.927 -0.043 0.948
C -5.870781 3.737244 9.492515 -0.906 0.006 0.037 -0.927
C -5.336260 3.122232 8.245046 0.709 -1.584 -0.938 -0.796
C -4.447337 4.042537 7.432239 -1.005 0.396 -0.642 -0.881
C -5.194287 5.272898 6.896086 -0.499 0.790 0.653 1.387
N -6.274356 5.868764 7.919272 9.432 -14.987 5.410 0.490
O -6.877779 6.692452 7.686377 -8.743 13.675 -3.923 -0.227
C -6.140757 5.019224 5.770877 -0.350 0.519 -1.204 -1.815
C -4.271938 6.405373 6.514574 -1.091 0.726 0.741 -1.808
C -6.782301 5.940165 10.443541 -0.069 -0.803 0.980 -1.329
H -8.687709 5.635791 8.804247 -0.189 -0.721 -0.189 0.513
H -8.643310 4.040884 9.577425 -0.011 -0.132 -0.309 0.480
H -8.264078 4.201084 7.766855 0.003 0.167 1.165 0.242
H -6.490689 2.946301 10.004603 0.600 1.120 -0.103 0.403
H -5.064374 4.078030 10.115654 0.457 -0.286 0.545 0.391
H -6.124654 2.756456 7.593711 -0.489 0.065 -0.046 0.389
H -4.791462 2.173585 8.473354 -0.165 0.819 0.068 0.343
H -4.118485 3.535004 6.490056 0.260 0.315 0.945 0.397
H -3.645184 4.413366 8.047947 0.712 -0.151 0.014 0.382
H -6.649429 6.000494 5.584256 0.208 -1.155 -0.400 0.488
H -6.846549 4.237734 5.986240 -0.525 -0.216 0.145 0.429
H -5.593131 4.686856 4.884081 -0.004 0.281 0.031 0.482
H -4.845754 7.353252 6.332304 0.605 -0.950 -0.418 0.414
H -3.764660 5.982929 5.671577 0.591 0.515 -0.719 0.495
H -3.594382 6.626291 7.317445 0.611 0.028 0.285 0.433
H -7.612855 5.530243 11.078516 0.655 0.682 -0.399 0.362
H -6.932246 7.021939 10.297772 -0.369 -0.567 -0.518 0.388
H -5.876399 5.872652 11.066688 -0.187 -0.144 -0.352 0.369
C -4.970609 -7.288388 2.405434 0.503 0.543 0.306 -1.588
C -3.645191 -6.503702 2.300269 1.409 -1.361 0.711 1.252
C -3.132331 -5.904450 3.664184 -0.997 0.492 -2.364 -1.012
C -1.653745 -5.483742 3.587728 -1.329 0.428 0.827 -0.423
C -0.754938 -6.655105 3.342061 0.502 0.266 0.962 -1.166
C -0.892555 -7.187316 1.942002 0.306 -1.609 -0.123 1.344
N -2.437818 -7.443202 1.756835 -1.595 -4.862 -3.751 0.742
O -2.770822 -8.422206 1.007449 1.761 4.861 3.951 -0.275
C -0.132895 -8.517738 1.891601 1.010 -0.314 -0.967 -1.704
C -0.310408 -6.306121 0.801998 -2.048 0.231 -0.636 -1.704
C -3.686615 -5.570472 1.114991 -0.994 0.476 -0.194 -1.853
H -5.643643 -6.689364 3.065528 0.316 -0.171 -0.911 0.387
H -4.923162 -8.241216 2.906127 0.519 -0.399 0.232 0.437
H -5.350801 -7.479079 1.405126 -0.400 0.205 0.125 0.418
H -3.385311 -6.618765 4.442977 0.060 0.248 0.280 0.421
H -3.796936 -5.005961 3.637274 0.507 -0.498 1.024 0.415
H -1.442545 -4.947885 4.533656 0.227 -0.220 -0.624 0.267
H -1.589576 -4.800577 2.738992 0.272 0.348 0.272 0.199
H -0.839777 -7.424575 4.138223 -0.417 0.114 -0.683 0.434
H 0.284100 -6.371989 3.440489 0.392 0.326 -0.097 0.529
H -0.537592 -9.298371 2.522440 -0.095 0.021 0.357 0.493
H 0.927271 -8.266197 2.214761 -1.320 -0.403 -0.270 0.414
H -0.051979 -8.956936 0.871195 -0.154 0.480 0.611 0.345
H -0.485483 -5.263526 1.031345 0.252 0.373 -0.008 0.246
H -0.871035 -6.488153 -0.156644 0.595 -0.090 0.833 0.277
H 0.742861 -6.484053 0.612031 0.041 -0.159 0.313 0.658
H -3.019296 -4.748207 1.116908 0.931 0.740 0.328 0.390
H -4.682201 -5.148539 1.012817 -0.238 -0.006 0.206 0.522
H -3.515295 -6.112812 0.210007 -0.048 -0.362 -0.659 0.517
C -0.844938 8.375695 2.642816 0.033 0.699 -0.163 -0.728
O -2.006504 8.870459 1.989631 -0.411 0.909 -1.012 -0.308
C -1.790364 10.008415 1.122395 -1.075 -0.542 -1.059 -0.511
C -3.190742 10.420590 0.544151 0.436 -1.618 1.405 -0.748
N -3.956588 9.123223 0.178548 0.504 1.209 0.809 -0.128
H -3.818373 8.561025 1.029035 -0.502 0.065 -0.062 0.396
H -4.939993 9.393007 0.032897 0.338 -0.524 0.293 0.427
C -3.455102 8.323829 -0.962789 -0.942 0.137 -1.600 -0.887
C -3.619685 6.829722 -0.700641 -1.034 1.091 -0.952 0.399
O -5.023858 6.608560 -0.656189 0.008 -0.312 -0.220 -0.339
C -5.427135 5.277244 -0.386057 0.691 -0.979 0.441 -0.469
H -0.194061 7.849548 1.916953 -0.353 -0.153 0.636 0.258
H -1.196822 7.838028 3.524665 0.177 -0.559 -0.467 0.200
H -0.300530 9.212961 3.057269 0.424 0.314 0.020 0.365
H -1.131883 9.787189 0.262584 0.137 -0.176 0.607 0.377
H -1.440327 10.881741 1.655515 0.394 0.091 0.268 0.484
H -3.160554 11.081117 -0.317921 0.004 0.118 0.209 0.378
H -3.717938 10.793722 1.436248 -0.245 0.337 -0.808 0.391
H -2.475925 8.649475 -1.256664 0.778 -0.163 0.424 0.393
H -4.063789 8.654028 -1.817588 -0.001 -0.446 0.127 0.466
H -3.301413 6.695762 0.288974 1.291 -0.789 1.554 0.423
H -3.086569 6.215341 -1.440369 -0.155 0.125 0.293 -0.374
H -4.939450 4.515544 -1.045496 -0.127 0.768 0.192 0.128
H -6.487130 5.263378 -0.604528 -0.197 -0.140 0.279 0.305
H -5.212861 4.902404 0.681466 -0.335 0.908 -1.193 0.169
C -3.322061 0.038482 -5.861542 -2.226 1.235 1.140 -0.854
O -2.519438 0.694210 -4.894860 0.089 0.471 0.692 -0.075
C -3.110518 1.892944 -4.363787 0.016 -0.833 -1.975 0.229
C -3.284816 3.016527 -5.369650 0.782 -0.305 1.088 -1.201
N -1.991075 3.589644 -5.834187 0.514 1.995 -0.189 0.225
H -2.228014 4.569723 -6.030499 0.273 -0.026 0.098 0.453
H -1.356479 3.681950 -5.021586 -0.110 -0.173 0.142 0.135
C -1.267486 3.088114 -7.044284 -0.996 -1.665 -0.494 -0.447
C 0.189725 3.426892 -7.155601 0.129 1.172 1.546 -0.837
O 0.942358 2.934851 -6.034034 -0.155 -0.196 -1.171 -0.162
C 2.333644 3.082070 -6.368887 0.092 1.187 1.333 -0.867
H -4.395189 0.098028 -5.480550 1.070 -0.426 -0.694 0.346
H -3.037533 -0.975709 -5.991126 0.453 -0.822 0.125 0.172
H -3.298529 0.537038 -6.814851 0.082 0.250 -0.559 0.323
H -2.545140 2.207894 -3.523148 0.969 0.460 0.526 -0.311
H -4.109156 1.799282 -3.981354 -0.829 -0.950 0.205 0.459
H -3.717254 3.764519 -4.733226 -0.241 0.832 0.048 0.526
H -3.947719 2.863318 -6.195555 -0.195 -0.430 -0.561 0.387
H -1.739152 3.444337 -7.953895 -0.339 0.559 0.065 0.442
H -1.511340 2.016456 -7.095112 0.733 0.107 0.300 0.169
H 0.333386 4.546621 -7.306267 -0.085 -1.147 0.319 0.384
H 0.575118 2.932352 -8.008243 0.097 -0.353 -1.273 0.507
H 2.545342 4.149365 -6.114027 0.475 -0.734 -0.488 0.336
H 2.612736 2.864335 -7.403741 -0.437 0.015 0.014 0.412
H 2.928805 2.431824 -5.720501 -0.233 0.100 0.010 0.170
C 5.937888 4.293167 -2.989656 -1.044 0.743 -0.642 -1.304
C 5.767777 5.786872 -3.469855 -0.156 -1.082 0.224 -0.159
C 5.831788 6.755959 -2.268471 -0.548 0.151 0.180 -0.583
N 5.597882 8.216076 -2.645833 0.869 -1.093 0.345 0.185
C 4.231358 8.429670 -3.195395 1.185 0.397 -1.143 -0.969
C 6.650428 8.620450 -3.665298 -0.461 -1.280 -0.899 -0.537
C 6.647773 10.113765 -3.624123 -0.736 0.400 -1.496 -0.706
C 6.268247 10.421218 -2.206306 0.699 2.393 1.654 -0.405
C 5.953261 9.154041 -1.491607 -1.895 -0.398 -0.463 -0.584
H 4.979328 3.895191 -2.628984 0.066 0.279 0.050 0.169
H 6.628571 4.187620 -2.179922 0.696 -0.023 0.319 0.410
H 6.207069 3.640724 -3.820589 0.286 0.189 0.043 0.377
H 4.810509 5.823216 -3.990576 -0.173 0.162 0.217 0.240
H 6.486184 6.015492 -4.274956 0.107 -0.042 0.764 0.334
H 6.850709 6.744803 -1.857229 -0.372 -0.120 0.070 0.370
H 5.086876 6.526150 -1.439778 0.888 0.050 -1.097 0.279
H 4.189510 9.401582 -3.680720 -0.150 0.264 0.542 0.407
H 3.500921 8.288009 -2.444961 -0.739 -0.056 0.741 0.347
H 4.108154 7.753889 -4.029012 -0.177 -0.424 0.062 0.330
H 6.450669 8.033242 -4.602693 0.118 1.192 0.668 0.358
H 7.578532 8.252782 -3.272949 0.568 -0.322 0.259 0.409
H 5.875643 10.516974 -4.314108 0.622 -0.124 0.306 0.320
H 7.593966 10.538456 -3.921179 0.256 0.017 -0.131 0.385
H 5.472789 11.186489 -2.191689 0.231 -0.517 0.246 0.285
H 7.090753 10.822776 -1.575621 -0.321 0.369 -0.875 0.338
H 5.081355 9.273236 -0.826219 0.489 -0.413 -0.101 0.309
H 6.827722 8.777981 -0.976618 -0.072 -0.425 0.058 0.402
C 7.335533 -1.164307 -0.958050 -0.714 1.959 0.528 -1.396
C 7.148157 -2.623788 -0.676746 1.200 -0.145 1.478 0.060
C 6.363735 -2.833349 0.639156 0.376 -0.116 -0.544 -1.190
N 6.394680 -4.267303 1.097502 1.063 -0.102 1.267 0.542
C 6.382258 -5.256313 -0.012449 0.360 -0.217 -0.562 -1.137
C 5.223514 -4.589192 2.058010 -0.161 -0.058 -0.723 -0.647
C 5.828317 -5.562093 3.111162 -1.162 1.278 -1.384 -0.577
C 7.146670 -4.819778 3.363053 -0.708 -0.401 0.204 -0.529
C 7.689570 -4.500380 1.984650 -0.124 -0.369 -0.232 -0.630
H 7.949189 -0.695672 -0.171376 -0.070 -0.278 -0.150 0.421
H 6.339797 -0.650448 -0.840591 0.819 -0.253 -0.557 0.194
H 7.833966 -0.850164 -1.900219 -0.583 -0.636 0.386 0.363
H 8.157277 -3.048434 -0.556967 -0.279 -0.246 -0.220 0.323
H 6.606481 -3.138427 -1.439926 -0.261 -0.283 -0.676 0.280
H 5.352244 -2.557930 0.418756 -0.856 -0.128 0.015 0.572
H 6.691089 -2.244436 1.504985 0.216 0.001 -0.400 0.410
H 5.488329 -5.105676 -0.594728 -0.512 0.087 -0.134 0.132
H 6.377593 -6.252426 0.420782 0.030 -0.005 0.028 0.537
H 7.248326 -5.162203 -0.696286 -0.294 0.065 0.800 0.410
H 4.393582 -4.901412 1.406249 0.299 -0.260 0.249 0.279
H 4.875335 -3.635007 2.488677 0.509 -0.334 0.094 0.343
H 5.887563 -6.581730 2.693409 0.444 0.438 0.225 0.313
H 5.133338 -5.610437 3.948750 0.325 0.031 0.230 0.413
H 7.713146 -5.420094 4.052506 1.046 -0.019 -0.176 0.428
H 6.956569 -3.872507 3.838594 -0.337 0.307 0.553 0.279
H 8.214181 -5.354783 1.600801 0.044 -0.466 -0.487 0.332
H 8.400886 -3.665120 1.904814 -0.653 -0.030 0.109 0.418
C 9.180423 -8.549572 -7.354002 0.613 1.120 0.555 -1.354
C 9.522827 -7.103505 -6.812042 -0.982 -0.293 -0.221 -0.168
C 8.125450 -6.476763 -6.402990 0.801 -0.180 1.238 -0.820
N 8.182180 -5.144061 -5.585175 0.610 0.682 -1.172 0.305
C 9.056759 -5.260707 -4.304421 -0.862 -1.072 -1.566 -1.014
C 6.818225 -4.657471 -5.170734 0.543 0.857 0.563 -0.749
C 6.950253 -3.082391 -5.081343 -0.742 -0.619 -0.417 -0.012
C 8.267083 -2.757849 -5.802076 0.666 0.196 -0.122 -0.735
C 8.669769 -4.005970 -6.553137 0.573 -0.633 1.369 -0.650
H 8.458004 -8.509888 -8.161227 -0.401 -0.068 0.152 0.354
H 8.896394 -9.156579 -6.505446 -0.660 -0.180 0.033 0.362
H 10.026228 -9.078474 -7.757927 0.653 0.232 -0.199 0.412
H 10.021369 -6.494081 -7.598299 -0.378 -0.326 0.564 0.362
H 10.196810 -7.194943 -5.936551 -0.397 0.107 -0.506 0.252
H 7.569506 -7.120134 -5.701154 0.358 -0.238 -0.419 0.404
H 7.482870 -6.314142 -7.276177 0.257 0.255 0.192 0.392
H 8.675254 -6.208014 -3.878804 0.511 0.588 0.214 0.408
H 8.934078 -4.410337 -3.638119 -0.234 0.012 -0.223 0.371
H 10.090468 -5.361904 -4.617956 0.040 -0.039 0.111 0.323
H 6.487438 -5.118290 -4.231023 0.331 -0.009 -0.241 0.424
H 6.134094 -4.956178 -5.939609 -0.363 -0.062 -0.487 0.323
H 6.928014 -2.706137 -4.045086 -0.064 -0.234 -0.454 -0.149
H 6.081367 -2.653285 -5.649309 0.794 -0.235 0.707 0.400
H 9.115093 -2.450539 -5.164686 -0.683 0.000 0.029 0.277
H 8.128764 -1.997549 -6.550783 0.001 0.610 -0.045 0.454
H 9.763392 -4.108477 -6.674030 -0.623 -0.041 -0.084 0.432
H 8.172942 -4.055159 -7.524561 -0.078 -0.575 0.252 0.390
C -8.678240 -1.623838 -1.725850 -0.207 -0.230 -0.326 -1.446
C -9.650912 -1.546289 -0.546667 -0.439 -0.057 0.472 0.169
C -11.065458 -1.771468 -1.047707 0.147 -1.059 1.101 -1.124
N -12.219362 -1.749834 -0.020727 1.077 0.894 -0.421 0.136
C -13.417215 -1.970359 -0.867100 -0.366 0.144 -0.673 -0.941
C -12.385826 -0.434344 0.733969 -0.566 0.189 0.407 -0.690
C -11.447343 -0.529145 1.931268 -0.295 -1.079 1.504 -0.522
C -11.537704 -2.053685 2.329004 0.510 0.767 -0.184 -0.537
C -11.975699 -2.775167 1.075875 -1.476 -0.536 -0.055 -0.598
H -8.642723 -0.762469 -2.406504 -0.313 0.160 0.570 0.364
H -8.915075 -2.459839 -2.419523 0.406 0.126 0.765 0.362
H -7.710844 -1.706836 -1.248313 0.510 -0.337 -0.475 0.374
H -9.510559 -0.621414 0.022493 -0.182 0.057 -0.419 0.178
H -9.450353 -2.342653 0.192240 0.260 0.159 -0.393 0.279
H -11.100382 -2.818879 -1.402172 -0.028 0.587 -0.162 0.502
H -11.297222 -1.109869 -1.853415 -0.438 0.517 -0.412 0.396
H -14.326636 -2.038924 -0.252968 0.403 -0.416 -0.294 0.427
H -13.196278 -2.804990 -1.556258 -0.645 0.091 0.691 0.376
H -13.508058 -1.082987 -1.510107 -0.099 -0.207 0.255 0.426
H -13.461653 -0.447904 1.036906 0.901 -0.023 0.197 0.473
H -12.313714 0.466240 0.111062 0.425 -0.539 -0.234 0.330
H -11.757859 0.033332 2.807482 -0.659 0.274 -0.227 0.445
H -10.410515 -0.207185 1.863145 -0.035 -0.104 -0.914 0.209
H -12.136085 -2.259869 3.213106 -0.686 0.281 -0.359 0.378
H -10.606583 -2.477188 2.630793 1.091 0.097 0.100 0.315
H -12.910062 -3.313282 1.258225 -0.062 0.224 -0.263 0.385
H -11.287329 -3.527349 0.730543 0.372 -0.046 -0.294 0.333
Cl 3.121644 -4.053359 -1.072449 -0.028 0.177 0.040 -0.876
Cl -1.706992 4.683731 -2.653409 0.179 -0.521 -0.324 -0.869
```
Forces are in eV/Å.